(1)
Entry from OMol25: a molecular structure, H2NaO (the ωB97M-V functional and the def2-TZVPD basis).

Structure (XYZ):
```
4
Properties=species:S:1:pos:R:3:forces:R:3
O 0.161028 -0.218652 -0.080550 -1.3282 -3.2526 -2.0069
H -0.251864 -0.085742 -0.963790 0.4367 -0.5208 0.5346
H -0.186914 -1.085840 0.227942 0.4497 0.5978 -0.4247
Na 0.277749 1.390234 0.816397 0.4418 3.1756 1.8970
```
Positions in Å, forces in eV/Å.

Computed properties:
- Energy: -6490.4147 eV
- Energy above the lowest of the compared OMol25 structures with the same formula, charge and spin: 56.3 kJ/mol
- HOMO energy: -18.258 eV
- Charge: +1

---

(2)
Entry from OMol25: 2 unconnected molecules or ions with the total composition H2O4P2 (the ωB97M-V functional and the def2-TZVPD basis).

Structure (XYZ):
```
8
Properties=species:S:1:pos:R:3:forces:R:3
O 0.538348 -1.465220 -2.355212 0.1834 0.6346 0.1585
O -3.952740 0.244878 -1.207468 2.4309 0.1341 0.6646
O 0.326141 -2.075281 0.095211 -0.0219 -1.5354 2.1875
O -0.633830 1.774687 -0.838315 -0.0863 1.0896 -0.4269
P 0.409661 -1.030630 -0.919045 0.6514 0.8204 -2.4125
P -1.253924 0.443135 -0.560716 -1.5029 -0.7280 1.4829
H 1.524787 -0.073007 -0.582282 -0.8924 -0.6050 -0.2464
H -1.069697 0.220799 0.973717 -0.7623 0.1898 -1.4078
```
Positions in Å, forces in eV/Å.

Computed properties:
- Energy: -26796.2662 eV
- Energy above the lowest of the compared OMol25 structures with the same formula, charge and spin: 552.9 kJ/mol
- HOMO energy (alpha / beta): 0.045 / 0.023 eV
- Charge: -2

---

(3)
Entry from OMol25: a single H2O4S3 molecule (the ωB97M-V functional and the def2-TZVPD basis).

Structure (XYZ):
```
9
Properties=species:S:1:pos:R:3:forces:R:3
O 0.965589 -0.386310 0.792795 -0.4842 -0.7247 0.0380
S -0.072992 0.037314 -0.130967 -0.0546 1.3788 1.3686
O -0.139051 1.480645 -0.211993 -0.8671 -0.8283 -0.4409
S 0.601548 -0.684672 -2.025596 0.9186 1.1522 0.4456
O 1.921343 0.447662 -1.825213 -1.7390 -1.6389 -2.6649
S -1.947456 -0.906847 0.605249 0.8236 0.4363 0.5757
O -1.733640 -0.616134 2.259405 2.2836 -0.8509 -1.4451
H 1.913558 0.518517 -0.896741 1.0866 0.4466 2.2622
H -0.797266 -0.983322 2.457151 -1.9674 0.6287 -0.1392
```
Positions in Å, forces in eV/Å.

Computed properties:
- Energy: -40724.6455 eV
- Energy above the lowest of the compared OMol25 structures with the same formula, charge and spin: 100.7 kJ/mol
- SMILES: O=S(=O)(SO)SO
- HOMO energy: -10.078 eV

---

(4)
Entry from OMol25: a molecular structure, H2OSn (the ωB97M-V functional and the def2-TZVPD basis).

Structure (XYZ):
```
4
Properties=species:S:1:pos:R:3:forces:R:3
Sn 0.753750 -1.134032 -1.020025 1.6126 -2.3071 -2.1922
O 0.051940 0.132048 0.328245 -0.4881 0.7341 0.8700
H 0.049740 1.069067 0.132735 0.2398 1.6591 0.2240
H -0.855430 -0.067082 0.559045 -1.3643 -0.0861 1.0982
```
Positions in Å, forces in eV/Å.

Computed properties:
- Energy: -7889.5913 eV
- Energy above the lowest of the compared OMol25 structures with the same formula, charge and spin: 46.5 kJ/mol
- HOMO energy: -24.938 eV
- Charge: +2

---

(5)
Entry from OMol25: 2 unconnected molecules or ions with the total composition H2S2 (the ωB97M-V functional and the def2-TZVPD basis).

Structure (XYZ):
```
4
Properties=species:S:1:pos:R:3:forces:R:3
S 2.817753 -0.511756 0.027807 -0.4437 0.2207 -0.0140
S -2.926752 -0.477293 0.001472 2.6614 0.7997 3.9336
H 3.829299 -1.380713 0.035932 0.1780 -0.2128 0.0023
H -3.562226 -0.684429 -1.014882 -2.3957 -0.8076 -3.9219
```
Positions in Å, forces in eV/Å.

Computed properties:
- Energy: -21696.7745 eV
- Energy above the lowest of the compared OMol25 structures with the same formula, charge and spin: 574.3 kJ/mol
- HOMO energy (alpha / beta): -7.975 / -7.971 eV